Record 1
The following is a quantum chemistry calculation of a 2-piece molecular cluster, C6H14NO2 overall, from OMol25.

Structure (XYZ):
```
23
Properties=species:S:1:pos:R:3
C 0.434 -1.078 2.090
O 0.080 -1.432 3.433
C -0.926 -1.233 1.308
C -1.753 0.002 1.167
C -1.249 0.964 0.015
N 1.177 1.457 -2.784
C 0.443 1.742 -1.553
C -0.128 0.686 -0.927
H 1.116 -1.819 1.876
H 0.784 0.049 2.065
H -0.607 -1.718 0.282
H -1.600 -1.936 1.729
H -2.726 -0.303 0.751
H -2.003 0.412 2.097
H -1.952 1.769 -0.025
H -0.248 -0.540 3.834
H 1.871 2.119 -2.801
H 0.509 1.286 -3.624
H 0.029 2.792 -1.332
H 0.195 -0.333 -1.094
H 2.942 -0.998 -2.266
H 1.546 -0.510 -2.109
O 2.065 -1.379 -2.133
```

Summary:
Net charge   -1
Strongest force on any atom   5.2 eV/Å
Gap between HOMO and LUMO   4.58 eV
Relative energy (zero: lowest compared OMol25 entry of this formula, charge and spin)   479.3 kJ/mol
DFT total energy   -12030.454 eV

These are the natural (NBO) partial charges, in e, on atoms 1 to 5: atom 1 (C): -0.07, atom 2 (O): -0.75, atom 3 (C): -0.41, atom 4 (C): -0.43, atom 5 (C): -0.54

Record 2
The following is a quantum chemistry calculation of a 2-piece molecular cluster, C6H14NO2 overall, from OMol25.

Structure (XYZ):
```
23
Properties=species:S:1:pos:R:3
C 1.780 0.796 1.586
C 2.570 0.017 0.452
C 0.419 -0.006 -0.029
C 0.182 1.247 -2.296
C -1.990 0.050 0.456
C -1.117 -1.481 -1.306
N -0.899 -0.823 0.009
O 0.467 0.904 0.964
O 1.519 -0.778 -0.087
H 1.809 0.168 2.521
H 2.336 1.748 1.897
H 2.778 0.693 -0.352
H 3.298 -0.678 0.831
H 0.537 2.077 -1.600
H -0.659 1.372 -2.869
H 1.005 0.759 -2.856
H -2.119 0.918 -0.143
H -2.913 -0.634 0.519
H -1.843 0.141 1.462
H -1.772 -2.331 -1.097
H -1.407 -0.622 -2.003
H -0.132 -1.777 -1.719
H -0.707 -1.505 0.746
```

Summary:
Net charge   +1
Strongest force on any atom   5.1 eV/Å
Gap between HOMO and LUMO (spin up / spin down)   8.93 / 8.82 eV
Relative energy (zero: lowest compared OMol25 entry of this formula, charge and spin)   428.1 kJ/mol
DFT total energy   -12022.612 eV

These are the natural (NBO) partial charges, in e, on atoms 1 to 5: atom 1 (C): -0.12, atom 2 (C): -0.10, atom 3 (C): 0.74, atom 4 (C): -0.59, atom 5 (C): -0.41

Record 3
The following is a quantum chemistry calculation of C6H14NO2Sn as an isolated structure, from OMol25.

Structure (XYZ):
```
24
Properties=species:S:1:pos:R:3
Sn -15.117 27.300 9.826
C -18.469 31.477 9.470
C -17.288 30.540 9.139
C -15.963 31.126 9.529
O -17.418 29.193 9.539
H -18.134 32.469 9.168
H -18.662 31.602 10.536
H -19.394 31.386 8.901
H -17.341 30.528 8.050
H -15.835 32.099 9.053
H -15.079 30.561 9.233
H -15.749 31.487 10.535
C -13.484 29.412 6.198
C -12.557 28.964 7.284
O -12.844 28.046 8.079
N -11.417 29.682 7.330
C -10.399 29.284 8.238
H -13.810 28.594 5.555
H -13.199 30.251 5.563
H -14.336 29.945 6.620
H -11.199 30.487 6.760
H -10.675 29.696 9.208
H -9.360 29.549 8.041
H -10.094 28.243 8.346
```

Summary:
Net charge   +1
Strongest force on any atom   2.9 eV/Å
Gap between HOMO and LUMO   5.35 eV
DFT total energy   -17854.595 eV

These are the natural (NBO) partial charges, in e, on atoms 1 to 5: atom 1 (Sn): 1.46, atom 2 (C): -0.62, atom 3 (C): 0.06, atom 4 (C): -0.63, atom 5 (O): -0.76

Record 4
The following is a quantum chemistry calculation of an isolated ion of composition C6H14NO3S3 and charge -1, from OMol25.

Structure (XYZ):
```
27
Properties=species:S:1:pos:R:3
C 2.452 -0.086 -1.881
C -1.483 2.163 1.175
C 1.101 -0.571 -1.402
C -1.950 0.790 0.581
C 0.059 0.473 -0.943
C -0.797 -0.090 0.171
N 0.217 -0.123 1.349
O -2.437 -2.108 0.543
O -0.187 -2.754 0.124
O -1.470 -1.876 -1.645
S 1.471 1.006 1.677
S -0.073 -1.202 2.641
S -1.223 -1.820 -0.203
H 2.875 0.791 -1.405
H 3.235 -0.956 -1.684
H 2.574 0.153 -2.986
H -2.436 2.766 1.375
H -1.022 2.056 2.104
H -0.690 2.609 0.616
H 0.603 -1.284 -2.068
H 1.304 -1.088 -0.449
H -2.677 0.258 1.143
H -2.344 1.111 -0.399
H 0.463 1.529 -0.842
H -0.756 0.461 -1.693
H 2.564 0.105 1.911
H 0.626 -2.312 2.189
```

Summary:
Net charge   -1
Strongest force on any atom   4.6 eV/Å
Gap between HOMO and LUMO   7.72 eV
Relative energy (zero: lowest compared OMol25 entry of this formula, charge and spin)   0.0 kJ/mol
Structure (SMILES)   CCC[C@](CC)(N(S)S)S(=O)(=O)[O-]
DFT total energy   -46586.774 eV

These are the natural (NBO) partial charges, in e, on atoms 1 to 5: atom 1 (C): -0.60, atom 2 (C): -0.61, atom 3 (C): -0.46, atom 4 (C): -0.43, atom 5 (C): -0.46

Record 5
The following is a quantum chemistry calculation of C6H14NO6P as an isolated structure, from OMol25.

Structure (XYZ):
```
28
Properties=species:S:1:pos:R:3
C -0.891 2.709 1.140
C 2.201 -0.930 1.924
C 2.085 -0.246 -2.413
C -0.363 1.885 0.001
C -3.414 -0.874 -0.593
C -0.185 0.539 0.579
N -2.258 -1.360 -0.596
O -1.969 -2.572 -0.250
O -1.286 -0.671 -1.063
O 0.356 -2.240 0.216
O -0.671 0.139 1.585
O 2.205 -0.577 0.491
O 1.246 -1.117 -1.687
P 0.768 -0.898 -0.253
H -0.986 3.832 0.899
H -0.207 2.757 1.919
H -1.754 2.316 1.487
H 3.239 -1.313 2.091
H 1.511 -1.675 2.047
H 1.873 -0.038 2.503
H 1.693 0.594 -2.950
H 2.723 -0.917 -3.035
H 2.776 0.169 -1.661
H -0.989 2.041 -0.898
H 0.659 2.346 -0.463
H -4.123 -1.573 -0.195
H -3.616 0.179 -0.758
H -0.623 -2.506 -0.065
```

Summary:
Strongest force on any atom   4.9 eV/Å
Gap between HOMO and LUMO   9.39 eV
Relative energy (zero: lowest compared OMol25 entry of this formula, charge and spin)   90.7 kJ/mol
DFT total energy   -29509.113 eV

These are the natural (NBO) partial charges, in e, on atoms 1 to 5: atom 1 (C): -0.59, atom 2 (C): -0.25, atom 3 (C): -0.26, atom 4 (C): -0.53, atom 5 (C): -0.24

Record 6
The following is a quantum chemistry calculation of a 3-piece molecular cluster, C6H14NS overall, from OMol25.

Structure (XYZ):
```
22
Properties=species:S:1:pos:R:3
C -1.859 0.462 0.718
N -0.710 1.066 0.721
C 0.382 0.379 0.007
C 1.667 0.404 0.848
S 3.177 -0.221 -0.021
C 0.466 0.961 -1.410
C -2.361 -0.727 0.178
C -3.849 -0.941 0.029
H -1.786 -1.202 -1.792
H -2.705 1.089 1.049
H 1.191 -3.284 -1.396
H 0.091 -0.673 -0.132
H 1.439 -0.237 1.707
H 1.953 1.416 1.130
H 1.315 0.484 -1.891
H 0.693 2.036 -1.362
H -0.482 0.705 -1.872
H 1.449 -3.007 -0.753
H -1.842 -1.580 -0.150
H -4.098 -1.446 -0.902
H -4.180 -1.544 0.888
H -4.393 0.005 0.051
```

Summary:
Net charge   -2
Strongest force on any atom   1.4 eV/Å
Gap between HOMO and LUMO (spin up / spin down)   5.26 / 5.61 eV
Spin multiplicity   2
Relative energy (zero: lowest compared OMol25 entry of this formula, charge and spin)   261.3 kJ/mol
DFT total energy   -18768.195 eV

These are the natural (NBO) partial charges, in e, on atoms 1 to 5: atom 1 (C): 0.00, atom 2 (N): -0.52, atom 3 (C): -0.09, atom 4 (C): -0.50, atom 5 (S): -0.80

Record 7
The following is a quantum chemistry calculation of an isolated ion of composition C6H14NS and charge -2, from OMol25.

Structure (XYZ):
```
22
Properties=species:S:1:pos:R:3
C 1.536 1.108 -0.776
C 2.881 1.671 -0.342
S 3.700 2.549 -1.768
N 0.985 0.247 0.306
C 0.124 -0.889 0.005
C -1.243 -0.776 0.732
C -2.169 0.427 0.451
C -2.042 -1.971 0.258
H 1.743 0.543 -1.685
H 0.817 1.882 -1.026
H 2.710 2.397 0.467
H 3.735 1.080 0.007
H 1.687 0.089 1.008
H 0.631 -1.778 0.416
H 0.051 -1.069 -1.065
H -0.850 -0.844 1.761
H -2.145 0.648 -0.621
H -2.060 1.346 1.009
H -3.226 0.178 0.568
H -3.069 -2.035 0.643
H -1.593 -2.954 0.475
H -2.203 -1.849 -0.822
```

Summary:
Net charge   -2
Strongest force on any atom   2.2 eV/Å
Gap between HOMO and LUMO (spin up / spin down)   2.23 / 6.05 eV
Spin multiplicity   2
Relative energy (zero: lowest compared OMol25 entry of this formula, charge and spin)   12.6 kJ/mol
DFT total energy   -18770.773 eV

These are the natural (NBO) partial charges, in e, on atoms 1 to 5: atom 1 (C): -0.22, atom 2 (C): -0.53, atom 3 (S): -0.78, atom 4 (N): -0.67, atom 5 (C): -0.20

Record 8
The following is a quantum chemistry calculation of C6H14NS in the gas phase, from OMol25.

Structure (XYZ):
```
22
Properties=species:S:1:pos:R:3
C -0.203 -0.493 0.084
N -0.591 0.665 0.956
C -1.921 1.323 0.796
C -2.249 1.912 2.141
S -3.867 2.805 2.065
C 1.308 -0.948 0.147
C 2.016 -0.775 -2.331
C 1.760 -1.781 -1.189
H -0.811 -1.371 0.152
H -0.416 -0.180 -0.904
H -0.460 0.447 1.958
H -1.667 1.932 -0.128
H -2.593 0.565 0.419
H -2.347 1.249 2.940
H -1.528 2.684 2.427
H 2.020 -0.186 0.257
H 1.348 -1.499 1.046
H 1.321 -0.153 -2.947
H 2.375 -1.217 -3.341
H 2.843 -0.131 -1.916
H 2.614 -2.400 -1.068
H 1.049 -2.450 -1.565
```

Summary:
Strongest force on any atom   3.7 eV/Å
Gap between HOMO and LUMO (spin up / spin down)   9.74 / 6.79 eV
Spin multiplicity   2
Relative energy (zero: lowest compared OMol25 entry of this formula, charge and spin)   123.9 kJ/mol
DFT total energy   -18771.230 eV

These are the natural (NBO) partial charges, in e, on atoms 1 to 5: atom 1 (C): -0.21, atom 2 (N): -0.64, atom 3 (C): -0.24, atom 4 (C): -0.56, atom 5 (S): 0.09

Record 9
The following is a quantum chemistry calculation of a 2-piece molecular cluster, C6H14NS overall, from OMol25.

Structure (XYZ):
```
22
Properties=species:S:1:pos:R:3
C 1.062 0.275 -1.231
C 0.561 0.498 0.156
C 1.206 1.016 1.450
C -2.308 1.059 -1.113
C 1.720 -1.962 -0.029
C -1.846 0.494 0.140
N 0.736 -0.872 -0.395
S -2.186 -1.162 0.565
H 0.453 0.620 -2.089
H 2.196 0.403 -1.471
H 0.484 0.755 2.321
H 1.344 2.167 1.596
H 2.146 0.675 1.672
H -2.433 0.363 -1.999
H -1.700 1.889 -1.333
H -3.263 1.624 -0.963
H 2.615 -1.537 0.183
H 1.378 -2.459 0.860
H 1.960 -2.808 -0.814
H -1.844 1.266 0.943
H -0.178 -1.340 -0.448
H -2.102 -0.966 2.001
```

Summary:
Net charge   +1
Strongest force on any atom   4.2 eV/Å
Gap between HOMO and LUMO   8.73 eV
Relative energy (zero: lowest compared OMol25 entry of this formula, charge and spin)   459.7 kJ/mol
DFT total energy   -18763.323 eV

These are the natural (NBO) partial charges, in e, on atoms 1 to 5: atom 1 (C): -0.27, atom 2 (C): 0.11, atom 3 (C): -0.68, atom 4 (C): -0.72, atom 5 (C): -0.42

Record 10
The following is a quantum chemistry calculation of a 2-piece molecular cluster, C6H14O overall, from OMol25.

Structure (XYZ):
```
21
Properties=species:S:1:pos:R:3
C -3.376 0.196 -0.221
C -2.224 0.261 0.441
C -1.215 -0.853 0.492
C 0.239 -0.563 0.917
C 1.265 0.001 -0.071
O 2.496 0.057 0.627
C 3.550 0.587 -0.136
H -3.594 -0.631 -0.900
H -1.744 0.486 -1.854
H -4.143 0.955 -0.117
H -2.027 1.081 1.130
H -1.673 -1.405 1.319
H -1.270 -1.517 -0.383
H -1.072 0.175 -1.926
H 0.663 -1.506 1.283
H 0.218 0.115 1.779
H 1.373 -0.642 -0.962
H 0.988 1.009 -0.422
H 3.759 -0.020 -1.031
H 4.445 0.594 0.495
H 3.343 1.620 -0.460
```

Summary:
Strongest force on any atom   0.7 eV/Å
Gap between HOMO and LUMO   10.56 eV
Relative energy (zero: lowest compared OMol25 entry of this formula, charge and spin)   275.8 kJ/mol
Structure (SMILES)   C=CCCCOC.[H][H]
DFT total energy   -8494.034 eV

These are the natural (NBO) partial charges, in e, on atoms 1 to 5: atom 1 (C): -0.43, atom 2 (C): -0.15, atom 3 (C): -0.46, atom 4 (C): -0.41, atom 5 (C): -0.06

Record 11
The following is a quantum chemistry calculation of a 2-piece molecular cluster, C6H14O overall, from OMol25.

Structure (XYZ):
```
21
Properties=species:S:1:pos:R:3
C -0.144 0.983 1.087
C 1.431 -1.457 -1.277
C 0.186 -0.976 -1.948
C 1.443 -0.762 0.050
C -0.106 0.400 -1.309
C 0.759 0.597 -0.081
H -0.654 1.937 0.873
H 0.381 1.073 2.053
H -0.904 0.189 1.173
H 1.652 -2.536 -1.172
H 2.219 -1.011 -1.914
H -0.666 -1.654 -1.745
H 0.267 -0.857 -3.045
H 2.407 -0.589 0.566
H 0.791 -1.334 0.738
H -1.169 0.372 -1.003
H 0.045 1.311 -1.920
H 1.547 1.343 -0.307
O -3.309 1.000 3.433
H -3.399 1.684 2.732
H -2.777 0.285 3.015
```

Summary:
Strongest force on any atom   2.4 eV/Å
Gap between HOMO and LUMO   11.66 eV
Relative energy (zero: lowest compared OMol25 entry of this formula, charge and spin)   64.1 kJ/mol
Structure (SMILES)   CC1CCCC1.O
DFT total energy   -8496.228 eV

These are the natural (NBO) partial charges, in e, on atoms 1 to 5: atom 1 (C): -0.60, atom 2 (C): -0.41, atom 3 (C): -0.41, atom 4 (C): -0.40, atom 5 (C): -0.40

Repeat the ninth record exactly.
The following is a quantum chemistry calculation of a 2-piece molecular cluster, C6H14NS overall, from OMol25.

Structure (XYZ):
```
22
Properties=species:S:1:pos:R:3
C 1.062 0.275 -1.231
C 0.561 0.498 0.156
C 1.206 1.016 1.450
C -2.308 1.059 -1.113
C 1.720 -1.962 -0.029
C -1.846 0.494 0.140
N 0.736 -0.872 -0.395
S -2.186 -1.162 0.565
H 0.453 0.620 -2.089
H 2.196 0.403 -1.471
H 0.484 0.755 2.321
H 1.344 2.167 1.596
H 2.146 0.675 1.672
H -2.433 0.363 -1.999
H -1.700 1.889 -1.333
H -3.263 1.624 -0.963
H 2.615 -1.537 0.183
H 1.378 -2.459 0.860
H 1.960 -2.808 -0.814
H -1.844 1.266 0.943
H -0.178 -1.340 -0.448
H -2.102 -0.966 2.001
```

Summary:
Net charge   +1
Strongest force on any atom   4.2 eV/Å
Gap between HOMO and LUMO   8.73 eV
Relative energy (zero: lowest compared OMol25 entry of this formula, charge and spin)   459.7 kJ/mol
DFT total energy   -18763.323 eV

These are the natural (NBO) partial charges, in e, on atoms 1 to 5: atom 1 (C): -0.27, atom 2 (C): 0.11, atom 3 (C): -0.68, atom 4 (C): -0.72, atom 5 (C): -0.42